No. 1
Density functional theory data (wB97M-V/def2-TZVPD) for a 11-piece molecular cluster, C14H25Cl30N4O2P2 overall at a distorted geometry.

Output
energy above the lowest of the compared OMol25 structures with the same formula, charge and spin: 1.5928 eV
HOMO: -11.934 eV
spin multiplicity: 1
total charge: +1

Last column: Mulliken charge in e.
Cartesian coordinates (Å):
N 1.2852 1.0880 -0.9466  -0.517
P 1.0719 -0.1325 -1.9550  -0.003
C 1.0726 -1.7702 -1.0663  -0.115
C 0.6968 -1.7967 0.4315  -0.631
N -0.6235 -1.2331 0.7611  -0.584
N 0.7832 -3.2712 0.7174  0.513
C 1.7024 -3.9293 -0.2979  -1.163
C 2.3591 -2.6709 -1.0359  0.018
P 3.7753 -2.2005 0.0929  0.828
N 4.1718 -0.6600 0.0055  -0.664
O 5.1543 -3.0681 -0.3012  -0.465
O 3.4654 -2.5674 1.6740  -0.528
H 2.1090 1.6002 -1.2559  0.185
H -0.2022 -0.0465 -2.5988  0.067
H 2.0271 -0.1855 -3.0216  0.126
H 0.3291 -2.4220 -1.5879  0.241
H 1.3744 -1.2007 1.0685  0.228
H -0.5334 -0.2235 0.6296  0.413
H -0.6786 -1.3450 1.7749  0.266
H -0.1390 -3.6479 0.4855  0.442
H 1.1535 -3.5386 1.6398  0.014
H 2.3742 -4.7174 0.0695  0.361
H 1.1206 -4.3886 -1.1210  0.371
H 2.6849 -2.8504 -2.0731  0.680
H 3.5306 -0.2026 -0.6442  0.152
H 5.2065 -3.0945 -1.2625  0.306
H 3.5328 -1.7572 2.1941  0.381
C -0.8947 3.1063 -2.9269  -0.097
Cl -1.2469 4.7829 -3.3651  -0.067
Cl -2.3887 2.1673 -2.7910  -0.113
Cl 0.1900 2.3608 -4.1071  -0.113
H -0.4024 3.0971 -1.9602  0.368
C -5.0245 3.9253 -0.4546  0.251
Cl -4.3373 3.1612 0.9850  -0.095
Cl -6.7836 3.7419 -0.4763  -0.103
Cl -4.5775 5.6311 -0.5279  -0.110
H -4.6204 3.4293 -1.3303  0.087
C -0.3514 -3.8310 4.1545  0.142
Cl 1.0865 -4.7928 3.7711  -0.117
Cl -0.8916 -4.1373 5.7998  -0.077
Cl -0.0145 -2.1083 3.9142  -0.132
H -1.1448 -4.1209 3.4745  0.263
C 8.1869 -2.4878 1.2210  0.385
Cl 7.4915 -0.8894 1.5000  -0.120
Cl 9.5843 -2.3816 0.1452  -0.140
Cl 8.6366 -3.2481 2.7532  -0.126
H 7.4360 -3.1049 0.7435  -0.003
C 3.2368 4.9750 -0.4615  -0.060
Cl 3.0947 6.6007 0.2097  -0.115
Cl 3.6066 3.8022 0.8075  -0.105
Cl 1.7545 4.5200 -1.3144  -0.027
H 4.0523 4.9712 -1.1749  0.322
C -7.2628 4.8468 3.0941  0.821
Cl -6.5929 4.0804 4.5372  -0.104
Cl -9.0246 4.6861 3.0590  -0.153
Cl -6.7934 6.5467 3.0120  -0.125
H -6.8586 4.3410 2.2243  -0.485
C -8.1233 1.1316 2.4588  0.470
Cl -6.3942 1.3859 2.7299  -0.091
Cl -8.4019 0.4282 0.8611  -0.030
Cl -8.8080 0.1038 3.7224  -0.134
H -8.6192 2.0942 2.4984  -0.179
C -10.2871 -0.6266 -2.5136  0.038
Cl -8.5580 -0.3715 -2.2408  -0.123
Cl -10.5687 -1.3263 -4.1107  -0.122
Cl -10.9695 -1.6563 -1.2514  -0.108
H -10.7824 0.3361 -2.4718  0.303
C 11.6130 -4.2733 4.6530  0.237
Cl 13.0601 -5.2358 4.3368  -0.122
Cl 11.0056 -4.5772 6.2848  -0.123
Cl 11.9432 -2.5538 4.4203  -0.111
H 10.8479 -4.5700 3.9457  0.112
C -1.0662 3.2238 -8.1176  -0.010
Cl 0.3742 2.2609 -8.4712  -0.132
Cl -1.6293 2.9132 -6.4707  -0.053
Cl -0.7378 4.9431 -8.3481  -0.116
H -1.8486 2.9310 -8.8074  0.325



No. 2
Density functional theory data (wB97M-V/def2-TZVPD) for C14H25Cl3O2Pt as an isolated structure at a distorted geometry.

Output
HOMO (alpha / beta): 0.496 / -0.598 eV
spin multiplicity: 5
total charge: -2

Last column: Mulliken spin population.
Cartesian coordinates (Å):
C -0.8111 0.6724 -1.8684  0.017
C -0.9309 -0.6473 -2.4557  0.306
C 0.3304 -1.2355 -2.5653  -0.002
C -2.2032 -1.1797 -2.9959  -0.022
C 1.3312 -0.2816 -2.1779  0.236
C 0.6864 0.8682 -1.6217  0.130
C 1.2991 2.2037 -1.4020  -0.043
C -1.8121 1.7457 -2.0903  0.001
C 0.5902 -2.6411 -2.9503  -0.006
C 2.7925 -0.4444 -2.3066  0.001
Pt -0.4529 0.0776 0.2407  1.425
Cl -1.2615 -2.3530 0.2047  0.650
Cl -2.7530 -0.1428 0.7699  0.241
Cl 1.1808 -1.8287 0.5112  0.532
H -3.0276 -0.5011 -2.7335  0.000
H -2.3811 -2.1248 -2.4942  0.012
H -2.2113 -1.3000 -4.0942  0.021
H -0.1362 -3.3005 -2.4359  -0.001
H 1.6019 -2.9556 -2.6525  0.004
H 0.4987 -2.8207 -4.0319  -0.001
H 3.1576 -1.4012 -1.9103  0.015
H 3.3188 0.3814 -1.8024  -0.004
H 3.0850 -0.3970 -3.3650  0.024
H 2.3947 2.0740 -1.2251  0.004
H 0.8111 2.6405 -0.4911  0.016
H 1.1579 2.8787 -2.2802  0.003
H -2.7768 1.3623 -1.7778  -0.002
H -1.8741 2.0270 -3.1385  -0.002
H -1.5814 2.6139 -1.4717  0.003
O -0.6083 2.1069 0.6894  0.327
H -0.0444 2.1036 1.5406  -0.024
C -1.1731 0.8689 3.8103  -0.012
C 0.1565 0.1878 3.4470  0.020
C 1.2151 0.7612 4.3960  0.017
C -0.0153 -1.3212 3.7110  -0.007
O 0.6306 0.5040 2.1913  0.105
H -1.4221 0.6802 4.8752  0.000
H -1.9659 0.4812 3.1305  0.005
H -1.0453 1.9527 3.6232  0.003
H 0.9208 0.5658 5.4404  -0.003
H 2.1961 0.3092 4.1856  0.003
H 1.2877 1.8493 4.2172  0.001
H -0.7704 -1.7595 3.0405  0.003
H 0.9524 -1.8212 3.5586  0.003
H -0.3380 -1.4593 4.7549  -0.001



No. 3
Density functional theory data (wB97M-V/def2-TZVPD) for C14H25ClO3P2V as an isolated structure at a distorted geometry.

Output
energy above the lowest of the compared OMol25 structures with the same formula, charge and spin: 0.5922 eV
HOMO (alpha / beta): -7.458 / -7.726 eV
spin multiplicity: 4

Last column: Mulliken spin population.
Cartesian coordinates (Å):
V 0.3774 -0.4548 -1.0962  2.587
H 2.0213 -0.7502 -2.0051  0.046
H 1.4716 -1.3209 -1.7484  -0.032
P 0.7743 1.7489 -1.7165  -0.080
P -0.5922 -2.4085 -1.5514  -0.075
C -0.5755 -3.4573 -0.0274  0.078
H -0.9466 -4.4725 -0.2413  0.007
H 0.4566 -3.5070 0.3522  -0.013
H -1.2098 -2.9509 0.7190  -0.001
C -2.4192 -2.3362 -1.9153  0.007
H -2.5463 -1.9239 -2.9255  0.004
H -2.8749 -3.3301 -1.8461  0.001
H -2.8375 -1.6569 -1.1530  0.012
C 0.0795 -3.5156 -2.8204  0.018
H 1.1345 -3.7018 -2.5931  -0.003
H -0.4256 -4.4872 -2.8750  0.000
H 0.0035 -3.0341 -3.8003  -0.003
C -0.6785 2.8219 -1.9693  0.016
H -0.3675 3.8568 -1.9650  -0.002
H -1.1575 2.5663 -2.9203  0.015
H -1.3764 2.6716 -1.1482  0.002
C 1.4793 2.3929 -0.1644  0.106
H 2.3349 1.8078 0.1742  -0.011
H 1.8046 3.4119 -0.3016  0.008
H 0.7374 2.3848 0.6310  -0.035
C 1.9428 2.3205 -2.9464  -0.009
H 1.5914 2.0007 -3.9308  0.000
H 2.0392 3.4005 -2.9428  0.000
H 2.9148 1.8734 -2.7355  -0.007
C 1.3906 -0.7188 0.4316  0.142
O 2.1132 -1.0220 1.3041  0.214
H 0.7612 0.2443 -2.5480  -0.013
Cl 1.5758 1.0696 6.3202  0.000
C 0.4693 0.9476 5.0418  0.001
C 0.0277 -0.3320 4.6011  0.000
C -0.7987 -0.4132 3.4700  -0.006
C -1.1287 0.7360 2.7066  -0.004
C -0.8465 1.9638 3.2949  0.002
C -0.0364 2.0930 4.4263  -0.001
C -1.5674 0.7154 1.2507  0.009
O -1.9486 1.7979 0.7359  0.002
O -1.4659 -0.4116 0.6858  0.019
H 0.4308 -1.2188 5.0836  0.000
H -1.1803 -1.3662 3.1043  -0.001
H -1.2160 2.8559 2.8181  0.000
H 0.2643 3.1089 4.7363  0.000



No. 4
Density functional theory data (wB97M-V/def2-TZVPD) for C14H25FeN6S as an isolated structure.

Output
energy above the lowest of the compared OMol25 structures with the same formula, charge and spin: 0.4235 eV
HOMO (alpha / beta): -11.055 / -11.156 eV
spin multiplicity: 5
total charge: +1

Last column: Mulliken spin population.
Cartesian coordinates (Å):
Fe 0.0229 -0.3205 0.5795  3.755
C 1.7231 3.7573 0.6545  0.002
C 1.3310 2.3686 0.2600  0.020
N 0.2678 1.8086 0.6779  0.000
N -0.5281 2.5211 1.5373  0.006
C -0.9964 1.7732 2.4971  -0.004
N -1.8590 2.3320 3.3719  0.006
S -0.5831 0.0812 2.7778  0.082
C 2.2422 1.4721 -0.4974  0.007
C 3.2663 1.9588 -1.2912  0.003
C 4.1864 1.0765 -1.8333  0.003
C 4.0703 -0.2702 -1.5453  0.003
C 2.9918 -0.6833 -0.7846  0.014
N 2.0759 0.1515 -0.2899  0.023
H 1.6838 3.8356 1.7409  0.001
H 1.0067 4.4813 0.2634  0.002
H 2.7230 4.0166 0.3171  0.000
H -1.9837 3.3308 3.3497  -0.001
H -2.0710 1.8407 4.2216  0.000
H 3.3435 3.0196 -1.4821  0.001
H 4.9954 1.4409 -2.4531  0.000
H 4.7940 -0.9908 -1.9002  0.000
H 2.8739 -1.7256 -0.5397  0.003
C -3.0235 0.7175 0.4631  0.010
N -2.1406 -0.2267 -0.2421  0.018
C -2.1431 0.1079 -1.6733  0.017
C -2.6339 -1.5833 0.0159  -0.011
C -1.7625 -2.6197 -0.6484  0.004
N -0.3454 -2.4172 -0.3111  -0.006
C 0.0045 -3.1153 0.9459  -0.006
C 0.4875 -2.9358 -1.4027  0.024
H -4.0462 0.6422 0.0760  0.002
H -2.6643 1.7347 0.3204  0.002
H -3.0293 0.4925 1.5262  0.000
H -3.1282 -0.0644 -2.1220  0.001
H -1.4012 -0.4784 -2.2152  -0.002
H -1.8895 1.1604 -1.7889  0.006
H -3.6650 -1.7007 -0.3399  0.005
H -2.6427 -1.7212 1.0994  -0.006
H -1.8631 -2.5464 -1.7298  0.001
H -2.0936 -3.6235 -0.3639  0.001
H -0.0560 -4.2035 0.8273  0.005
H -0.6718 -2.8172 1.7462  0.000
H 1.0253 -2.8630 1.2435  0.010
H 0.2867 -3.9985 -1.5747  0.000
H 1.5347 -2.8301 -1.1626  0.005
H 0.2848 -2.3863 -2.3213  -0.006



What did the fourth record say?
Density functional theory data (wB97M-V/def2-TZVPD) for C14H25FeN6S as an isolated structure.

Output
energy above the lowest of the compared OMol25 structures with the same formula, charge and spin: 0.4235 eV
HOMO (alpha / beta): -11.055 / -11.156 eV
spin multiplicity: 5
total charge: +1

Last column: Mulliken spin population.
Cartesian coordinates (Å):
Fe 0.0229 -0.3205 0.5795  3.755
C 1.7231 3.7573 0.6545  0.002
C 1.3310 2.3686 0.2600  0.020
N 0.2678 1.8086 0.6779  0.000
N -0.5281 2.5211 1.5373  0.006
C -0.9964 1.7732 2.4971  -0.004
N -1.8590 2.3320 3.3719  0.006
S -0.5831 0.0812 2.7778  0.082
C 2.2422 1.4721 -0.4974  0.007
C 3.2663 1.9588 -1.2912  0.003
C 4.1864 1.0765 -1.8333  0.003
C 4.0703 -0.2702 -1.5453  0.003
C 2.9918 -0.6833 -0.7846  0.014
N 2.0759 0.1515 -0.2899  0.023
H 1.6838 3.8356 1.7409  0.001
H 1.0067 4.4813 0.2634  0.002
H 2.7230 4.0166 0.3171  0.000
H -1.9837 3.3308 3.3497  -0.001
H -2.0710 1.8407 4.2216  0.000
H 3.3435 3.0196 -1.4821  0.001
H 4.9954 1.4409 -2.4531  0.000
H 4.7940 -0.9908 -1.9002  0.000
H 2.8739 -1.7256 -0.5397  0.003
C -3.0235 0.7175 0.4631  0.010
N -2.1406 -0.2267 -0.2421  0.018
C -2.1431 0.1079 -1.6733  0.017
C -2.6339 -1.5833 0.0159  -0.011
C -1.7625 -2.6197 -0.6484  0.004
N -0.3454 -2.4172 -0.3111  -0.006
C 0.0045 -3.1153 0.9459  -0.006
C 0.4875 -2.9358 -1.4027  0.024
H -4.0462 0.6422 0.0760  0.002
H -2.6643 1.7347 0.3204  0.002
H -3.0293 0.4925 1.5262  0.000
H -3.1282 -0.0644 -2.1220  0.001
H -1.4012 -0.4784 -2.2152  -0.002
H -1.8895 1.1604 -1.7889  0.006
H -3.6650 -1.7007 -0.3399  0.005
H -2.6427 -1.7212 1.0994  -0.006
H -1.8631 -2.5464 -1.7298  0.001
H -2.0936 -3.6235 -0.3639  0.001
H -0.0560 -4.2035 0.8273  0.005
H -0.6718 -2.8172 1.7462  0.000
H 1.0253 -2.8630 1.2435  0.010
H 0.2867 -3.9985 -1.5747  0.000
H 1.5347 -2.8301 -1.1626  0.005
H 0.2848 -2.3863 -2.3213  -0.006



Q: spin multiplicity of number 2 (C14H25Cl3O2Pt)?
A: 5



Q: Which of these has the lowest spin multiplicity?
A: C14H25Cl30N4O2P2